No. 1
The molecule C21H24ClNO4, computed with wB97M-V/def2-TZVPD.

- SMILES string = CCOC(=O)[C@]1(Cc2cccc(Cl)c2)CCCN(C(=O)c2ccoc2C)C1
- HOMO-LUMO gap (hartree) = 0.3443
- energy (Eh) = -1630.57586
- ΔE to the lowest compared entry with this formula, charge and spin (kcal/mol) = 0.0

Structure (ORCA input):
```
! wB97M-V def2-TZVPD RIJCOSX def2/J DEFGRID3
* xyz 0 1
C -2.42 -2.09 -0.42
C -1.42 -2.47 0.66
H -1.17 -3.53 0.60
H -1.81 -2.23 1.65
O -0.18 -1.79 0.48
C -0.10 -0.53 0.90
O -0.98 0.04 1.48
C 1.27 0.07 0.57
C 1.51 -0.06 -0.95
N 0.53 0.72 -1.67
C -0.36 0.10 -2.48
O -0.27 -1.09 -2.75
C -1.47 0.91 -3.02
C -1.91 0.89 -4.32
O -3.00 1.66 -4.46
C -3.30 2.16 -3.24
C -2.40 1.74 -2.32
H -2.40 1.95 -1.27
H -4.16 2.79 -3.17
C -1.35 0.20 -5.51
H -0.75 0.89 -6.11
H -2.16 -0.18 -6.14
H -0.73 -0.63 -5.19
C 0.60 2.13 -1.39
H 1.61 2.48 -1.64
C 0.34 2.38 0.10
C 1.30 1.55 0.95
H 2.32 1.93 0.82
H 1.02 1.66 2.00
H 0.47 3.44 0.32
H -0.68 2.10 0.35
H -0.12 2.67 -2.00
H 2.52 0.30 -1.19
H 1.41 -1.10 -1.27
C 2.35 -0.74 1.32
C 2.06 -0.82 2.79
C 2.51 0.15 3.67
C 2.18 0.09 5.02
C 1.41 -0.94 5.51
C 0.97 -1.92 4.63
C 1.29 -1.87 3.29
H 0.95 -2.65 2.62
Cl 0.01 -3.23 5.22
H 1.15 -1.00 6.55
H 2.54 0.86 5.69
H 3.12 0.96 3.31
H 2.39 -1.74 0.90
H 3.32 -0.25 1.16
H -2.73 -1.05 -0.30
H -1.96 -2.20 -1.40
H -3.29 -2.73 -0.36
*
```

Now the natural (NBO) charges, all in e: atom 1 (C): -0.65, atom 2 (C): -0.07, atom 3 (H): 0.19, atom 4 (H): 0.20, atom 5 (O): -0.52, atom 6 (C): 0.83, atom 7 (O): -0.61, atom 8 (C): -0.16, atom 9 (C): -0.21, atom 10 (N): -0.44, atom 11 (C): 0.68, atom 12 (O): -0.64, atom 13 (C): -0.25, atom 14 (C): 0.36, atom 15 (O): -0.40, atom 16 (C): 0.08, atom 17 (C): -0.30, atom 18 (H): 0.23, atom 19 (H): 0.21, atom 20 (C): -0.67, atom 21 (H): 0.22, atom 22 (H): 0.23, atom 23 (H): 0.26, atom 24 (C): -0.22, atom 25 (H): 0.19, atom 26 (C): -0.40, atom 27 (C): -0.40, atom 28 (H): 0.20, atom 29 (H): 0.24, atom 30 (H): 0.21, atom 31 (H): 0.22, atom 32 (H): 0.23, atom 33 (H): 0.19, atom 34 (H): 0.26, atom 35 (C): -0.40, atom 36 (C): -0.03, atom 37 (C): -0.21, atom 38 (C): -0.19, atom 39 (C): -0.24, atom 40 (C): -0.05, atom 41 (C): -0.18, atom 42 (H): 0.22, atom 43 (Cl): 0.00, atom 44 (H): 0.23, atom 45 (H): 0.22, atom 46 (H): 0.21, atom 47 (H): 0.23, atom 48 (H): 0.22, atom 49 (H): 0.22, atom 50 (H): 0.24, atom 51 (H): 0.21

---

No. 2
A cluster of 2 separate species, C21H24F2NO2 in total, computed with wB97M-V/def2-TZVPD.

- HOMO-LUMO gap (hartree) = 0.2723
- energy (Eh) = -1219.27767
- ΔE to the lowest compared entry with this formula, charge and spin (kcal/mol) = 40.3

Structure (ORCA input):
```
! wB97M-V def2-TZVPD RIJCOSX def2/J DEFGRID3
* xyz 1 1
C 4.62 3.03 -0.96
C 3.32 2.31 -0.97
C 2.12 2.99 -1.17
F 2.19 4.35 -1.36
C 0.86 2.40 -1.13
C 0.73 1.01 -0.72
C -0.48 0.20 -0.55
C -1.76 0.89 -0.49
C -1.93 2.28 -0.16
C -3.15 2.90 -0.40
F -3.26 4.24 -0.14
C -4.30 2.24 -0.82
C -5.60 2.96 -0.96
C -4.15 0.87 -1.07
C -2.92 0.22 -0.97
C 1.96 0.32 -0.65
C 3.19 0.94 -0.72
H 5.43 2.30 -0.85
H 4.82 3.61 -1.87
H 4.71 3.73 -0.11
H 0.01 3.02 -1.42
H -0.46 -0.73 -1.19
H -1.10 2.88 0.19
H -6.41 2.23 -1.10
H -5.85 3.57 -0.07
H -5.63 3.64 -1.82
H -5.04 0.30 -1.35
H -2.83 -0.81 -1.34
H 1.93 -0.76 -0.53
H 4.10 0.37 -0.55
C 3.86 -2.80 2.45
O 2.86 -3.11 1.48
C 1.83 -2.25 1.52
C 0.78 -2.56 0.46
C 0.21 -3.97 0.70
C -1.31 -3.84 0.75
C -1.61 -2.35 0.93
N -0.35 -1.57 0.53
O 1.73 -1.34 2.33
H 4.72 -3.42 2.19
H 4.13 -1.75 2.42
H 3.51 -3.06 3.46
H 1.25 -2.58 -0.54
H 0.49 -4.55 -0.18
H 0.61 -4.48 1.59
H -1.73 -4.20 -0.20
H -1.71 -4.46 1.57
H -2.54 -2.05 0.41
H -1.72 -2.16 2.02
H -0.13 -0.99 1.35
*
```

Now the natural (NBO) charges, all in e: atom 1 (C): -0.64, atom 2 (C): -0.04, atom 3 (C): 0.45, atom 4 (F): -0.32, atom 5 (C): -0.24, atom 6 (C): -0.17, atom 7 (C): 0.13, atom 8 (C): -0.16, atom 9 (C): -0.24, atom 10 (C): 0.45, atom 11 (F): -0.32, atom 12 (C): -0.01, atom 13 (C): -0.65, atom 14 (C): -0.21, atom 15 (C): -0.13, atom 16 (C): -0.09, atom 17 (C): -0.20, atom 18 (H): 0.22, atom 19 (H): 0.25, atom 20 (H): 0.25, atom 21 (H): 0.24, atom 22 (H): 0.25, atom 23 (H): 0.25, atom 24 (H): 0.23, atom 25 (H): 0.25, atom 26 (H): 0.25, atom 27 (H): 0.23, atom 28 (H): 0.22, atom 29 (H): 0.19, atom 30 (H): 0.23, atom 31 (C): -0.27, atom 32 (O): -0.49, atom 33 (C): 0.79, atom 34 (C): -0.16, atom 35 (C): -0.40, atom 36 (C): -0.43, atom 37 (C): -0.23, atom 38 (N): -0.54, atom 39 (O): -0.60, atom 40 (H): 0.21, atom 41 (H): 0.20, atom 42 (H): 0.20, atom 43 (H): 0.24, atom 44 (H): 0.23, atom 45 (H): 0.24, atom 46 (H): 0.22, atom 47 (H): 0.24, atom 48 (H): 0.23, atom 49 (H): 0.22, atom 50 (H): 0.43

---

No. 3
A structure of composition C21H24F4N, computed with wB97M-V/def2-TZVPD.

- HOMO-LUMO gap (hartree) = 0.2792
- energy (Eh) = -1268.50975

Structure (ORCA input):
```
! wB97M-V def2-TZVPD RIJCOSX def2/J DEFGRID3
* xyz 1 1
F 1.06 -4.91 2.11
C 0.93 -3.82 2.94
C 1.83 -3.70 3.99
C 1.65 -2.59 4.82
F 2.47 -2.46 5.91
C 0.65 -1.64 4.61
C -0.33 -1.87 3.63
C -1.48 -0.94 3.58
C -2.14 -0.82 2.28
C -2.93 0.23 1.84
C -3.69 0.26 0.60
C -4.47 1.41 0.31
C -5.23 1.45 -0.87
F -5.99 2.57 -1.14
C -5.26 0.42 -1.79
C -4.50 -0.70 -1.49
F -4.48 -1.76 -2.37
C -3.72 -0.82 -0.32
C -0.10 -2.92 2.70
H 2.62 -4.42 4.16
H 0.63 -0.74 5.23
H -1.27 0.07 4.05
H -1.79 -1.51 1.47
H -2.99 1.14 2.45
H -4.50 2.25 0.98
H -5.84 0.47 -2.72
H -3.17 -1.73 -0.11
H -0.72 -3.07 1.81
C -1.37 -4.57 6.80
C -1.88 -3.13 6.91
C -2.47 -2.67 5.55
N -2.36 -1.20 5.22
C -3.70 -0.52 5.05
C -4.04 0.62 6.01
C -4.98 1.62 5.34
H -1.09 -4.98 7.78
H -2.13 -5.24 6.36
H -0.48 -4.60 6.15
H -2.67 -3.11 7.68
H -1.07 -2.47 7.26
H -2.05 -3.25 4.73
H -3.54 -2.87 5.61
H -1.92 -0.77 6.03
H -3.77 -0.20 4.01
H -4.44 -1.30 5.20
H -4.56 0.21 6.89
H -3.15 1.14 6.38
H -5.30 2.41 6.03
H -4.48 2.12 4.50
H -5.89 1.15 4.96
*
```

Now the natural (NBO) charges, all in e: atom 1 (F): -0.31, atom 2 (C): 0.43, atom 3 (C): -0.30, atom 4 (C): 0.43, atom 5 (F): -0.31, atom 6 (C): -0.28, atom 7 (C): -0.07, atom 8 (C): 0.03, atom 9 (C): -0.30, atom 10 (C): -0.05, atom 11 (C): -0.10, atom 12 (C): -0.24, atom 13 (C): 0.42, atom 14 (F): -0.31, atom 15 (C): -0.31, atom 16 (C): 0.43, atom 17 (F): -0.31, atom 18 (C): -0.25, atom 19 (C): -0.27, atom 20 (H): 0.27, atom 21 (H): 0.24, atom 22 (H): 0.22, atom 23 (H): 0.23, atom 24 (H): 0.21, atom 25 (H): 0.24, atom 26 (H): 0.27, atom 27 (H): 0.23, atom 28 (H): 0.24, atom 29 (C): -0.61, atom 30 (C): -0.42, atom 31 (C): -0.23, atom 32 (N): -0.42, atom 33 (C): -0.23, atom 34 (C): -0.43, atom 35 (C): -0.60, atom 36 (H): 0.24, atom 37 (H): 0.22, atom 38 (H): 0.21, atom 39 (H): 0.22, atom 40 (H): 0.21, atom 41 (H): 0.22, atom 42 (H): 0.21, atom 43 (H): 0.42, atom 44 (H): 0.22, atom 45 (H): 0.22, atom 46 (H): 0.22, atom 47 (H): 0.21, atom 48 (H): 0.24, atom 49 (H): 0.20, atom 50 (H): 0.22